[1]
A molecular structure, C16H25ClLaNO5P2S. Source: the Open Molecules 2025 dataset; level of theory: wB97M-V/def2-TZVPD.

Geometry as XYZ:
```
52
Properties=species:S:1:pos:R:3:forces:R:3:lowdin_charge:R:1
C 0.3452 -0.2285 -7.1915 0.246 -0.008 -0.063 -0.0626
C 0.2100 0.1130 -5.7421 1.923 0.436 1.069 -0.8078
H 1.4039 -0.2493 -7.4552 -0.113 0.040 0.108 0.0977
H -0.1607 0.5237 -7.8046 -0.068 -0.157 0.135 0.1002
H -0.0944 -1.2094 -7.3930 -0.092 0.197 0.039 0.0943
O 1.0985 0.3747 -4.9610 -1.847 -0.516 -1.283 0.0147
Cl -1.4914 0.1118 -5.1801 -0.083 -0.033 0.141 0.6124
La -0.9402 -0.2673 0.1282 -1.869 -0.197 -1.202 1.7771
P -0.0421 2.3562 -1.1756 -0.168 2.019 -0.168 0.7244
C 1.1031 3.6534 -0.5583 0.355 -0.466 0.339 -0.2381
C -0.1404 2.9689 -2.8963 -0.016 -0.694 -0.351 -0.2659
H -0.3231 4.0521 -2.8651 0.058 -0.352 0.017 0.0652
H -1.5554 4.1763 -0.9561 -0.305 -0.240 0.230 0.0643
H -0.9629 2.4605 -3.4104 0.195 0.178 -0.118 0.0185
H -2.4571 2.6275 -1.0372 -0.107 0.289 0.139 0.0447
H 2.0931 3.5024 -1.0098 -0.186 0.108 0.253 0.0641
H 0.7968 2.7587 -3.4227 -0.232 0.032 0.007 0.0525
C -1.6026 3.1458 -0.5806 0.016 -0.544 0.077 -0.2819
H 0.6976 4.6230 -0.8913 0.172 -0.392 0.191 0.0665
H -1.6749 3.1419 0.5160 -0.072 0.093 -0.242 0.0268
H 1.1713 3.6117 0.5381 0.128 0.128 -0.360 0.0340
P 0.1414 -2.6929 -0.9778 0.037 -1.615 0.297 0.6805
C 1.3844 -3.6136 -0.0092 0.142 0.323 -0.007 -0.2400
C -1.3917 -3.4795 -0.3029 0.035 0.405 0.032 -0.2867
H -0.6469 -3.1486 -3.1889 0.272 -0.202 -0.046 0.0534
H 0.0541 -4.6088 -2.4074 0.079 0.259 -0.116 0.0676
H 1.1369 -3.3373 -3.0852 -0.264 -0.083 0.001 0.0640
C 0.1830 -3.5327 -2.5816 0.024 0.378 -0.366 -0.2465
H -2.2692 -3.1281 -0.8640 -0.007 -0.263 0.101 0.0509
H -1.2425 -4.5477 -0.4916 -0.373 0.110 0.162 0.0669
H 1.1643 -4.6814 -0.1493 0.226 0.262 0.131 0.0688
H 1.3137 -3.3455 1.0555 0.065 -0.142 -0.333 0.0518
H -1.5216 -3.3009 0.7761 0.033 -0.195 -0.390 0.0312
H 2.3859 -3.3728 -0.3919 -0.201 -0.197 0.202 0.0623
C 1.5481 -0.1132 -0.1454 5.955 0.081 1.354 -0.1968
O 2.6885 -0.1070 0.0622 -4.565 0.026 -1.132 0.1540
O -0.6380 -1.7739 2.1765 0.357 1.119 1.230 -0.1445
C -0.3847 -0.7310 2.8864 -0.151 -0.230 -1.468 -0.4519
N -0.3401 0.4248 2.1786 0.471 0.303 0.521 -0.3450
S 0.0919 1.7951 3.0158 0.171 -0.066 -1.057 0.6823
O 1.4202 2.1381 2.5610 -0.831 -0.057 0.702 -0.2716
O -0.9841 2.7353 2.8128 0.684 -0.393 0.601 -0.2725
C 0.0442 0.8818 4.5262 0.051 1.002 1.375 -0.2087
C 0.0929 1.4414 5.8017 0.052 -0.064 -0.252 0.0039
C -0.0741 0.6078 6.9178 0.024 -0.135 -0.625 -0.0027
C -0.2990 -0.7613 6.7216 0.058 0.145 -0.044 -0.0177
C -0.3584 -1.3046 5.4351 0.200 0.107 -0.532 0.0394
C -0.1721 -0.4729 4.3107 -0.491 -0.696 1.170 -0.1216
H 0.2337 2.5147 5.9043 0.005 -0.196 0.115 0.1359
H -0.0425 1.0224 7.9260 -0.017 -0.107 -0.331 0.1316
H -0.4438 -1.3931 7.5993 0.033 0.072 -0.378 0.1284
H -0.5486 -2.3619 5.2761 -0.009 0.127 0.125 0.1326
```
Forces are in eV/Å.

Summary:
Charge ... +2
HOMO-LUMO gap ... 8.109 eV
LUMO energy ... -0.266 Ha
Energy above the lowest of the compared OMol25 structures with the same formula, charge and spin ... 25.9 kJ/mol

[2]
A molecular structure, C40H36N4O6PRuS4. Source: the Open Molecules 2025 dataset; level of theory: wB97M-V/def2-TZVPD.

Geometry as XYZ:
```
92
Properties=species:S:1:pos:R:3:forces:R:3:lowdin_spin:R:1
Ru 0.6851 0.7177 0.8489 -0.352 0.437 0.415 0.9815
O -0.0630 1.1532 3.1770 0.051 0.068 -0.202 0.0251
C 1.0528 1.1981 4.0554 0.210 -0.027 0.305 0.0025
C 2.1096 2.0830 3.4528 -0.155 -0.125 0.084 0.0063
C 2.9182 2.9169 4.2086 0.073 -0.002 0.054 0.0031
C 3.9156 3.6384 3.5709 -0.021 -0.095 -0.073 -0.0018
C 4.0708 3.5034 2.1987 -0.043 0.002 0.091 0.0012
C 3.1968 2.6733 1.5181 0.129 0.201 0.167 0.0019
N 2.2467 1.9807 2.1406 -0.253 0.044 -0.668 0.0588
H -0.5685 0.3499 3.3480 0.025 -0.171 0.107 0.0007
H 1.4797 0.1966 4.1811 -0.020 -0.007 -0.058 0.0001
H 0.7602 1.5811 5.0372 -0.037 -0.004 -0.056 0.0007
H 2.7747 2.9898 5.2783 -0.039 0.010 0.000 0.0006
H 4.5604 4.2982 4.1361 0.013 -0.014 0.011 -0.0001
H 4.8466 4.0327 1.6633 -0.026 0.025 -0.027 0.0003
H 3.2573 2.5463 0.4452 0.008 0.001 0.038 0.0001
C -2.3135 0.1624 -3.9233 0.017 -0.027 -0.119 0.0000
C -2.4898 1.4638 -3.4751 -0.020 0.093 -0.009 0.0002
C -2.3510 1.7602 -2.1290 0.005 -0.147 0.079 -0.0004
C -2.0338 0.7499 -1.2225 -0.082 0.007 0.047 0.0003
C -1.8665 -0.5565 -1.6761 -0.036 0.048 0.029 0.0009
C -2.0084 -0.8484 -3.0253 0.018 -0.042 -0.015 0.0002
P -1.9447 1.0924 0.5739 0.535 0.631 -1.482 0.0096
C -3.7301 1.0925 0.9544 0.251 -0.213 0.788 0.0046
C -4.1031 1.6243 2.1913 0.038 -0.064 -0.092 0.0008
C -5.4366 1.6785 2.5569 0.020 0.068 0.057 0.0001
C -6.4070 1.1763 1.7005 -0.014 -0.042 0.003 0.0003
C -6.0377 0.6165 0.4869 -0.066 0.038 0.010 0.0001
C -4.7030 0.5720 0.1090 0.068 -0.024 -0.054 0.0007
C -1.4240 2.8134 0.6205 -0.115 0.030 0.014 -0.0031
C -2.1843 3.9733 0.7003 0.158 -0.012 -0.041 -0.0005
C -1.5303 5.1957 0.7326 -0.104 0.149 0.049 0.0003
C -0.1456 5.2359 0.6761 0.064 -0.074 -0.079 -0.0006
C 0.6012 4.0638 0.5939 0.136 -0.037 -0.135 -0.0040
C -0.0233 2.8244 0.5764 0.372 -1.278 0.231 -0.0291
H -2.4067 -0.0656 -4.9776 -0.018 -0.002 0.006 0.0000
H -2.7463 2.2507 -4.1736 0.037 -0.008 -0.019 0.0000
H -2.4980 2.7702 -1.7676 0.017 0.039 -0.069 0.0000
H -1.6356 -1.3419 -0.9659 0.041 -0.021 -0.013 -0.0001
H -1.8766 -1.8632 -3.3798 0.028 0.002 0.017 0.0000
H -3.3280 2.0018 2.8496 -0.085 0.054 0.075 0.0002
H -5.7192 2.1126 3.5072 -0.004 -0.017 0.008 0.0000
H -7.4504 1.2128 1.9853 -0.005 0.003 -0.007 0.0000
H -6.7955 0.2169 -0.1745 0.016 -0.005 -0.016 0.0000
H -4.4247 0.1421 -0.8443 -0.022 0.000 0.013 0.0001
H -3.2650 3.9194 0.7483 -0.025 0.000 0.009 -0.0002
H -2.0964 6.1152 0.8115 -0.005 -0.002 -0.015 0.0000
H 0.3737 6.1861 0.7053 -0.041 0.031 -0.014 -0.0001
H 1.6799 4.1456 0.5523 -0.071 0.068 0.008 -0.0005
O 2.9958 -4.1426 -5.4065 0.200 -0.055 0.117 0.0000
C 2.2997 -4.2657 -4.2007 -0.318 0.125 -0.065 0.0000
N 2.1965 -2.9921 -3.4873 0.083 -0.440 0.044 0.0000
C 1.6542 -1.9411 -4.1137 -0.127 0.094 -0.003 0.0001
O 1.2547 -2.0093 -5.2769 0.068 -0.027 0.133 0.0000
C 1.5668 -0.6345 -3.3852 0.001 0.183 0.076 0.0003
C 1.5047 0.5063 -4.1754 0.056 -0.005 0.018 -0.0007
C 1.4124 1.7407 -3.5670 0.081 -0.039 -0.083 0.0004
C 1.3406 1.7918 -2.1891 0.051 0.275 0.224 0.0004
N 1.3729 0.7059 -1.4193 -0.829 -0.381 0.977 0.0027
C 1.4971 -0.4894 -2.0047 0.122 -0.127 -0.238 0.0007
H 2.5140 -3.4842 -5.9256 -0.089 -0.009 -0.033 0.0000
H 2.8370 -4.9562 -3.5618 0.029 -0.072 0.050 0.0000
H 1.2845 -4.6446 -4.3713 0.081 0.027 0.008 0.0000
H 2.5105 -2.9657 -2.5306 0.011 0.227 -0.013 0.0000
H 1.5405 0.4012 -5.2513 -0.025 -0.029 0.006 0.0000
H 1.3922 2.6512 -4.1493 -0.028 0.027 0.049 0.0001
H 1.2536 2.7402 -1.6735 -0.075 -0.056 -0.014 0.0002
H 1.5385 -1.3441 -1.3377 -0.054 0.047 0.042 0.0003
C 6.1250 0.6232 2.1209 0.186 0.089 0.014 -0.0001
O 4.7822 0.1459 2.1640 -0.180 -0.132 0.022 -0.0003
C 4.1286 -0.0189 1.0138 0.589 0.358 -0.940 -0.0033
S 4.7369 0.4262 -0.4644 0.139 0.001 0.310 -0.0127
S 2.6290 -0.8439 1.1771 -1.018 0.020 0.484 -0.0419
H 6.4308 0.7463 3.1569 -0.066 -0.060 0.013 0.0000
H 6.1845 1.5739 1.5922 -0.029 -0.030 -0.014 0.0000
H 6.7664 -0.1000 1.6164 -0.036 0.019 -0.027 -0.0001
O 1.7159 -5.7268 1.4946 -0.058 0.074 0.143 0.0004
S 0.9826 -5.0755 0.4526 -0.051 -0.289 -0.424 0.0002
O 1.3696 -5.3486 -0.9051 -0.181 0.131 -0.057 0.0001
N 0.9624 -3.4410 0.7046 -0.004 0.021 0.157 0.0029
C -0.2002 -3.0450 1.1059 0.418 -0.119 0.014 -0.0007
S -0.5883 -1.4864 1.6983 0.321 0.572 -0.534 -0.0085
C -1.2756 -4.0757 1.0710 -0.301 -0.216 0.072 -0.0007
C -2.6267 -3.9201 1.3330 0.049 -0.028 0.004 0.0000
C -3.4499 -5.0332 1.2177 -0.052 0.011 0.020 0.0000
C -2.9314 -6.2735 0.8655 0.053 0.025 0.003 0.0001
C -1.5738 -6.4271 0.6020 0.066 -0.177 -0.071 0.0000
C -0.7740 -5.3116 0.6970 0.240 0.372 0.101 -0.0001
H -3.0185 -2.9532 1.6197 -0.009 0.007 -0.018 -0.0001
H -4.5108 -4.9346 1.4071 0.000 -0.003 0.019 0.0000
H -3.5896 -7.1294 0.7976 0.002 -0.006 -0.020 0.0000
H -1.1638 -7.3908 0.3307 0.009 0.008 -0.017 0.0000
```
Forces are in eV/Å.

Summary:
<S²> ... 0.775
Charge ... 0
HOMO-LUMO gap (alpha / beta) ... 5.970 / 6.521 eV
LUMO energy (alpha / beta) ... -0.058 / -0.037 Ha
2S+1 ... 2
Energy above the lowest of the compared OMol25 structures with the same formula, charge and spin ... 295.9 kJ/mol

[3]
A single C5H12N2 molecule. Source: the Open Molecules 2025 dataset; level of theory: wB97M-V/def2-TZVPD.

Geometry as XYZ:
```
19
Properties=species:S:1:pos:R:3:forces:R:3:nbo_charge:R:1
C -0.5516 0.4161 0.9478 0.791 0.557 -2.951 -0.2129
C -1.3061 -0.9675 0.8334 2.347 3.333 0.527 -0.4833
C -0.7230 -2.1045 0.1331 1.989 -0.234 -3.558 -0.1588
C 0.0182 -2.2491 -1.0357 -2.037 2.229 2.471 -0.4119
N -0.6528 1.3773 -0.4023 1.719 -1.825 1.842 -0.6787
C 0.7283 2.0187 -0.6961 -0.585 -0.346 1.001 -0.0572
N 1.9301 1.5308 -0.0967 1.922 -1.229 2.811 -0.8735
H 0.5403 0.2656 1.2840 -1.877 0.334 -0.651 0.1877
H -1.1086 1.0891 1.5647 -0.063 -0.166 1.143 0.2004
H -1.3830 -1.2146 1.8512 -0.125 -0.702 1.578 0.2142
H -2.2642 -0.6254 0.6248 -2.144 -0.181 -1.217 0.2299
H -0.9062 -2.9656 0.6978 -0.258 -1.694 0.335 0.1871
H 0.2181 -3.2517 -1.3611 0.471 -0.067 -0.237 0.2068
H 0.2888 -1.3274 -1.6277 -0.245 -1.377 0.501 0.1965
H -1.0035 0.8183 -1.2044 0.816 0.330 0.766 0.3499
H 0.7790 3.0748 -0.3101 -1.040 -0.728 -1.067 0.1799
H 0.8771 1.8457 -1.7472 -0.049 0.894 -0.599 0.1869
H 2.0158 1.5283 0.9763 -0.438 0.331 -2.543 0.3626
H 2.5033 0.7413 -0.4317 -1.193 0.542 -0.152 0.3743
```
Forces are in eV/Å.

Summary:
Charge ... 0
HOMO-LUMO gap ... 9.731 eV
LUMO energy ... 0.037 Ha
SMILES ... C=CCCNCN
Energy above the lowest of the compared OMol25 structures with the same formula, charge and spin ... 329.1 kJ/mol

[4]
A gas-phase ion, C5H9NO5P (charge -1). Source: the Open Molecules 2025 dataset; level of theory: wB97M-V/def2-TZVPD.

Geometry as XYZ:
```
21
Properties=species:S:1:pos:R:3:forces:R:3:nbo_charge:R:1
O -1.7296 1.3983 2.1289 -0.359 -0.333 -0.959 -0.7591
C -1.3942 0.1943 2.0396 -0.079 0.811 1.855 0.7264
O -0.8828 -0.4512 2.9851 0.157 -0.854 -0.644 -0.7847
C -1.6138 -0.5717 0.7079 0.780 0.617 -0.953 -0.4725
N -0.3581 -1.0384 0.0898 -0.382 0.452 0.444 -0.6419
C 0.7939 -0.2382 0.4553 1.709 -1.527 -0.993 -0.2594
C 1.9702 -0.7001 -0.4281 -0.560 1.911 0.537 0.1064
C 2.8703 0.4405 -0.9941 -1.831 -3.074 2.006 -0.2053
O 1.9159 -0.3377 -1.7696 0.915 0.361 -0.197 -0.4853
P -2.5097 0.4681 -0.5834 -1.201 -0.157 0.550 1.2439
O -1.6316 1.8835 -0.6472 0.274 -0.766 -0.508 -0.9748
O -2.0798 -0.2821 -2.0121 0.007 0.725 0.291 -1.0063
H -2.2490 -1.4356 0.9227 -0.083 0.133 -0.172 0.2223
H -0.1914 -2.0203 0.2514 0.035 0.031 0.267 0.3585
H 0.6693 0.8226 0.2419 -0.568 -0.072 0.220 0.2103
H 1.1453 -0.4086 1.4824 -0.397 0.416 0.160 0.2024
H 2.4634 -1.6311 -0.1495 -0.102 -0.126 -0.385 0.1573
H 2.4650 1.3075 -0.4945 0.657 0.666 -0.681 0.2030
H 3.8210 -0.0413 -0.8004 0.701 1.023 -1.003 0.1910
H -2.2081 2.4999 -1.1062 0.040 0.211 0.114 0.4817
H -1.2662 0.1418 -2.3200 0.289 -0.451 0.051 0.4863
```
Forces are in eV/Å.

Summary:
Charge ... -1
HOMO-LUMO gap ... 7.515 eV
LUMO energy ... 0.126 Ha
SMILES ... O=C([O-])[C@H](NC[C@@H]1CO1)P(O)O

Let's list F_max in order: 6.1, 1.7, 4.1, 4.1 eV/Å.